Entry one
DFT (ωB97M-V/def2-TZVPD) results for 4 unconnected molecules or ions with the total composition C2H12O3S2.

```
19
Properties=species:S:1:pos:R:3:lowdin_charge:R:1
C 0.402 1.457 -0.851 -0.429
S 1.147 -0.174 -1.268 0.395
S 0.349 -1.557 -0.068 0.400
C 1.454 -1.951 1.329 -0.440
H -0.543 1.582 -1.386 0.013
H 0.350 1.556 0.236 0.024
H 1.163 2.179 -1.170 0.032
H 0.864 -1.915 2.234 0.022
H 1.777 -2.973 1.171 0.021
H 2.240 -1.225 1.512 0.028
H 2.622 1.390 2.503 0.030
H 1.132 1.425 2.633 0.024
O 1.934 1.539 3.162 -0.058
H -3.312 2.166 -0.404 0.021
H -3.564 0.740 -0.006 0.003
O -3.493 1.626 0.371 -0.079
H -2.953 -0.724 -2.272 0.061
H -1.766 0.017 -1.619 -0.013
O -2.718 0.055 -1.756 -0.055
```

Summary:
* orbital gap: 9.666 eV
* structure (SMILES): CSSC.O.O.O
* multiplicity: 1
* HOMO: -9.26 eV

---

Entry two
DFT (ωB97M-V/def2-TZVPD) results for 4 unconnected molecules or ions with the total composition C2H12O3S2.

```
19
Properties=species:S:1:pos:R:3:lowdin_charge:R:1
C 0.193 -1.339 -2.422 -0.212
C 0.415 -0.167 -1.515 -0.635
S -0.445 1.438 -2.053 0.391
S 1.126 2.716 -1.480 0.284
H -0.759 -1.799 -2.117 0.056
H -0.130 -0.921 -3.425 0.070
H 1.004 -2.187 -2.334 0.118
H 0.238 -0.505 -0.426 0.084
H 1.536 0.154 -1.521 0.053
H 0.291 3.638 -0.763 -0.133
H 1.486 0.927 1.765 0.029
H 1.597 0.714 3.451 0.087
O 2.048 0.652 2.528 -0.126
H -3.444 0.758 0.642 0.086
H -2.571 0.563 -0.473 -0.014
O -2.431 0.771 0.468 -0.133
H -0.270 -2.373 3.808 0.036
H 0.121 -1.507 2.451 0.034
O -0.005 -1.533 3.416 -0.075
```

Summary:
* orbital gap: 8.857 eV
* structure (SMILES): CCSS.O.O.O
* multiplicity: 1
* HOMO: -8.72 eV

---

Result of the stability comparison: entry one is the most stable of them.

---

Entry one
DFT (ωB97M-V/def2-TZVPD) results for a gas-phase ion, C5H9N2O (charge +1).

```
17
Properties=species:S:1:pos:R:3:lowdin_charge:R:1
C -0.084 -1.750 -0.399 -0.024
C -1.828 -0.087 0.047 -0.386
C 1.128 0.194 0.329 -0.087
C -1.621 1.060 -0.941 0.051
C 2.377 0.771 0.562 -0.130
N -1.236 -1.228 -0.107 0.191
N 1.072 -1.105 -0.005 0.036
O -2.658 0.111 1.002 0.209
H -0.098 -2.682 -0.882 0.142
H -1.293 0.516 -1.878 0.129
H -0.880 1.622 -0.374 0.080
H -2.481 1.661 -1.022 0.081
H 2.588 1.050 1.611 0.106
H 2.281 1.839 0.160 0.114
H 3.436 0.295 0.201 0.140
H 1.887 -1.779 -0.062 0.184
H -2.589 -0.488 1.757 0.165
```

Summary:
* orbital gap: 7.853 eV
* multiplicity: 1
* charge: +1
* HOMO: -12.96 eV

---

Entry two
DFT (ωB97M-V/def2-TZVPD) results for a molecular structure, C5H9N2O.

```
17
Properties=species:S:1:pos:R:3:lowdin_charge:R:1
C 0.724 -1.631 -0.481 0.149
C 2.619 0.325 0.146 -0.289
C -1.128 0.984 -1.165 -0.020
C -1.061 0.357 1.296 -0.022
C -1.259 -0.141 -0.135 -0.404
N 2.293 -0.821 0.382 0.172
N -0.335 -1.144 -0.450 0.157
O 2.772 1.406 -0.179 0.281
H 1.258 -2.486 -0.820 0.134
H -0.223 1.565 -0.998 0.082
H -1.107 0.589 -2.179 0.092
H -1.988 1.643 -1.076 0.098
H -0.118 0.889 1.392 0.078
H -1.087 -0.465 2.006 0.091
H -1.868 1.042 1.536 0.098
H -2.244 -0.608 -0.235 0.159
H 2.751 -1.504 0.961 0.143
```

Summary:
* orbital gap: 11.186 eV
* multiplicity: 1
* charge: +1
* HOMO: -15.49 eV

---

Result of the stability comparison: entry two is the most stable of them.

---

Entry one
DFT (ωB97M-V/def2-TZVPD) results for 2 unconnected molecules or ions with the total composition C5H9N2O.

```
17
Properties=species:S:1:pos:R:3:lowdin_charge:R:1
C -1.677 1.064 1.226 0.055
C -0.651 0.535 1.571 -0.032
C 0.933 0.342 -1.217 -0.417
C 2.123 0.622 -0.335 0.035
C -0.279 -1.776 -0.594 -0.148
N 0.133 -0.617 -1.024 0.176
N -1.104 -2.110 0.364 0.211
O 0.847 1.230 -2.177 0.162
H -2.529 1.621 0.791 0.071
H 2.477 1.662 -0.669 0.133
H 1.869 0.482 0.754 0.074
H 2.927 -0.119 -0.507 0.108
H 0.172 -2.484 -1.293 0.168
H 0.403 0.340 1.799 0.048
H -1.374 -1.423 1.030 0.064
H 0.044 1.028 -2.681 0.151
H -1.330 -3.087 0.297 0.140
```

Summary:
* orbital gap: 11.117 eV
* multiplicity: 1
* charge: +1
* HOMO: -14.57 eV

---

Entry two
DFT (ωB97M-V/def2-TZVPD) results for a gas-phase ion, C5H9N2O (charge +1).

```
17
Properties=species:S:1:pos:R:3:lowdin_charge:R:1
C 0.878 -1.415 0.304 -0.405
C -1.842 -0.009 -0.057 -0.083
C -1.724 -1.551 -0.024 -0.079
C 1.010 0.236 0.173 -0.067
C -0.450 -0.048 -0.711 -0.138
N -0.293 -1.462 -0.340 0.018
N 2.215 0.827 -0.393 0.207
O 1.672 -2.189 0.743 0.146
H -2.595 0.441 -0.781 0.138
H -1.821 0.635 0.793 0.104
H -1.941 -2.193 0.917 0.161
H -2.367 -1.953 -0.808 0.122
H 0.957 0.581 1.223 0.163
H -0.363 0.355 -1.767 0.158
H 2.368 0.589 -1.416 0.212
H 2.914 0.096 -0.102 0.195
H 2.564 1.714 -0.180 0.148
```

Summary:
* orbital gap: 9.913 eV
* structure (SMILES): [NH3+][C@@H]1C(=O)N2CC[C@@H]12
* multiplicity: 1
* charge: +1
* HOMO: -13.77 eV

---

Result of the stability comparison: entry one is the most stable of them.

---

Entry one
DFT (ωB97M-V/def2-TZVPD) results for a molecular structure, C6H14NO.

```
22
Properties=species:S:1:pos:R:3:lowdin_charge:R:1
C 2.178 -0.218 -0.775 -0.318
N 2.990 -1.309 -0.702 0.051
C -0.903 -1.900 -0.643 -0.065
C -2.061 -1.147 0.078 -0.316
O -2.425 0.039 -0.595 -0.041
C 1.607 0.787 0.400 -0.180
C -0.703 1.812 1.030 -0.116
C 0.286 1.462 -0.059 -0.300
H 1.973 -1.324 -0.017 0.089
H 2.130 0.114 -1.825 0.096
H -0.945 -1.961 -1.723 0.086
H -0.110 -1.202 -0.409 0.006
H -0.637 -2.877 -0.211 0.089
H -1.927 -0.921 1.181 0.129
H -2.888 -1.896 0.023 0.134
H 2.459 1.564 0.551 0.132
H 1.453 0.187 1.347 0.109
H -0.306 1.441 1.973 0.067
H -1.644 1.293 0.732 0.046
H -0.892 2.891 1.140 0.078
H 0.694 2.357 -0.777 0.157
H -0.328 0.808 -0.719 0.067
```

Summary:
* orbital gap (spin up / spin down): 9.684 / 6.892 eV
* multiplicity: 2
* HOMO (spin up / spin down): -8.80 / -8.80 eV

---

Entry two
DFT (ωB97M-V/def2-TZVPD) results for 2 unconnected molecules or ions with the total composition C6H14NO.

```
22
Properties=species:S:1:pos:R:3:lowdin_charge:R:1
C 1.721 1.154 0.508 -0.265
O 2.595 1.946 -0.316 -0.083
C 0.366 1.807 0.419 -0.304
C -1.435 -0.881 -1.703 -0.019
C -0.962 -1.608 -0.562 -0.206
C -1.435 -1.633 0.779 -0.137
C -1.100 -2.803 1.674 -0.123
N -0.252 1.749 -0.872 -0.008
H 2.117 1.100 1.516 0.103
H 1.680 0.112 0.089 0.116
H 3.495 1.661 -0.291 0.062
H -0.330 1.362 1.158 0.105
H -2.444 -0.345 -1.648 0.093
H -1.108 -1.248 -2.666 0.048
H -0.207 -2.305 -0.824 0.075
H -2.339 -1.079 1.048 0.100
H -0.198 -3.379 1.197 0.105
H -0.796 -2.463 2.648 0.050
H -1.939 -3.504 1.834 0.076
H -0.593 0.872 -1.263 -0.008
H 0.253 2.298 -1.599 0.088
H 0.480 2.895 0.739 0.131
```

Summary:
* orbital gap (spin up / spin down): 8.871 / 7.983 eV
* multiplicity: 2
* HOMO (spin up / spin down): -7.86 / -8.49 eV

---

Result of the stability comparison: entry two is the most stable of them.